No. 1
C3H9N2O | ωB97M-V/def2-TZVPD

Its orbital gap (alpha / beta) is 8.532 / 5.849 eV. The net charge is +1.

XYZ file:
```
15
Properties=species:S:1:pos:R:3:forces:R:3:lowdin_charge:R:1
C 2.030 -0.003 0.255 0.52 -0.48 -0.27 -0.121
C -0.073 1.098 -0.026 -1.30 0.32 0.32 0.034
C -2.632 -0.536 0.420 1.40 0.19 0.74 -0.087
N 2.980 -0.824 -0.221 -0.53 0.49 0.29 0.167
N 0.959 0.331 -0.434 0.81 -0.70 -0.53 -0.001
O -3.476 -0.227 -0.532 -0.99 0.42 -0.90 -0.003
H 2.149 0.387 1.256 -0.04 0.05 0.00 0.162
H -0.759 1.447 -0.770 -0.05 0.04 -0.19 0.074
H -0.039 1.555 0.942 0.12 0.06 0.25 0.081
H -2.681 -0.089 1.398 -0.19 0.01 0.12 0.069
H -1.979 -1.366 0.218 -0.10 -0.16 -0.03 0.062
H 3.822 -0.983 0.306 -0.05 -0.01 0.02 0.128
H 2.933 -1.204 -1.150 0.06 -0.08 -0.10 0.126
H 0.883 -0.043 -1.380 0.04 0.10 0.23 0.181
H -4.118 0.458 -0.282 0.29 -0.25 0.05 0.128
```
Positions in Å, forces in eV/Å.

---

No. 2
C3H9N2O | ωB97M-V/def2-TZVPD

Its orbital gap is 11.379 eV. The net charge is +1.

XYZ file:
```
15
Properties=species:S:1:pos:R:3:forces:R:3:lowdin_charge:R:1
N -1.670 0.406 -0.054 -0.07 0.27 0.54 0.232
C -0.196 0.489 -0.280 0.64 -0.67 -0.69 -0.238
C 0.278 -0.533 -1.291 0.51 -1.56 -0.76 -0.041
C 0.406 0.269 1.104 1.47 0.01 0.57 -0.478
N 1.694 -0.165 1.152 0.17 -0.04 0.31 0.203
O -0.225 0.582 2.091 -0.60 0.13 -0.12 0.097
H -2.277 1.143 -0.418 0.36 -0.01 -0.49 0.186
H -1.951 -0.502 -0.422 -0.57 0.09 0.34 0.171
H -1.761 0.492 0.990 0.03 -0.41 -0.12 0.162
H 0.123 1.436 -0.698 -0.40 0.55 0.52 0.169
H 1.138 -0.193 -1.876 -0.28 0.27 0.10 0.106
H 0.614 -1.496 -0.883 -0.15 0.29 0.48 0.095
H -0.471 -0.883 -2.004 -0.22 0.60 -0.14 0.095
H 2.186 -0.196 2.034 -0.59 0.34 0.37 0.134
H 2.113 -0.850 0.556 -0.29 0.13 -0.91 0.106
```
Positions in Å, forces in eV/Å.

---

No. 3
C3H9N2O | ωB97M-V/def2-TZVPD

Its orbital gap is 9.373 eV. The net charge is +1.

XYZ file:
```
15
Properties=species:S:1:pos:R:3:forces:R:3:lowdin_charge:R:1
C -1.283 -0.539 0.510 2.72 0.58 -3.04 0.005
C 1.197 -0.626 0.450 -0.01 1.14 0.96 -0.028
C 0.034 0.286 0.309 -1.94 0.29 2.27 -0.512
N 0.064 1.247 1.656 0.17 -0.44 -1.91 0.094
N 0.095 1.204 -0.919 -0.64 0.00 2.15 0.232
O 0.320 2.366 1.384 0.06 -0.03 0.16 0.048
H -2.087 0.161 0.339 -0.85 -0.37 0.48 0.080
H -1.056 -0.878 1.511 -1.12 -0.60 0.18 0.089
H -1.187 -1.322 -0.345 -0.79 0.89 1.90 0.138
H 1.221 -1.214 1.378 -0.40 -0.08 -0.68 0.132
H 1.341 -1.100 -0.456 -0.09 -2.20 -1.62 0.078
H 2.058 -0.046 0.457 2.01 1.35 0.53 0.075
H 0.700 2.016 -0.541 -1.26 -0.62 -0.85 0.178
H 0.628 0.653 -1.598 -0.53 0.58 -0.60 0.166
H -0.928 1.498 -1.175 2.66 -0.49 0.08 0.225
```
Positions in Å, forces in eV/Å.

---

No. 4
C3H9N2O | ωB97M-V/def2-TZVPD

Its orbital gap (alpha / beta) is 7.384 / 6.880 eV. As for the multiplicity: 3. The net charge is +1.

XYZ file:
```
15
Properties=species:S:1:pos:R:3:forces:R:3:lowdin_charge:R:1
C -1.967 0.987 0.200 -4.32 -3.62 3.74 -0.067
C 0.551 -1.332 -0.301 -2.45 2.80 2.92 -0.119
C 0.743 0.125 0.352 0.53 -1.73 0.30 -0.093
N -0.803 1.132 -0.247 6.47 2.21 -2.99 0.074
N 1.918 0.733 0.153 -1.24 -0.32 -0.57 0.193
O -0.705 -1.703 0.219 0.64 2.76 0.98 -0.033
H -2.107 0.026 0.731 -1.01 0.25 -0.92 0.107
H -2.698 1.661 -0.102 -1.49 1.53 0.47 0.087
H 0.504 -1.363 -1.309 0.40 0.19 -3.47 0.098
H 1.316 -1.898 0.112 1.72 -1.03 0.70 0.120
H 0.342 -0.001 1.371 0.44 0.85 -0.30 0.158
H -0.937 -2.560 0.008 -0.66 -2.99 -0.78 0.074
H -0.674 1.803 -1.008 0.81 -1.17 -0.73 0.153
H 2.361 0.801 -0.732 0.11 -1.06 -1.35 0.130
H 2.157 1.590 0.552 0.04 1.35 2.01 0.117
```
Positions in Å, forces in eV/Å.

---

No. 5
C3H9N2O2 | ωB97M-V/def2-TZVPD

Its orbital gap is 7.509 eV. The net charge is -1.

XYZ file:
```
16
Properties=species:S:1:pos:R:3:forces:R:3:lowdin_charge:R:1
N -1.591 -2.546 0.264 -0.34 -0.74 -0.41 -0.038
C -0.388 -1.757 -0.008 0.48 1.26 0.28 -0.574
O -0.054 -0.881 0.985 -0.01 -0.65 -0.33 -0.352
H -2.225 -1.981 0.815 0.09 0.16 0.10 0.036
H -1.310 -3.322 0.850 -0.13 0.06 0.20 0.027
H 0.395 -2.505 -0.261 0.04 0.01 0.11 0.078
H -0.552 -1.184 -0.954 -0.23 -0.26 -0.08 0.072
O 2.966 1.814 -0.168 -0.28 -0.05 -0.59 -0.012
C 1.840 1.428 0.070 0.14 0.64 0.97 -0.263
C 0.569 1.849 -0.645 0.25 -0.49 -0.05 -0.286
N -0.559 1.613 0.243 0.11 -0.15 0.00 -0.045
H 1.659 0.816 0.963 -0.17 -0.38 -0.08 0.101
H 0.686 2.903 -0.917 -0.05 -0.01 -0.04 0.100
H 0.557 1.257 -1.580 -0.06 0.13 -0.04 0.104
H -1.422 1.934 -0.177 0.05 -0.19 -0.04 0.036
H -0.571 0.563 0.521 0.14 0.67 0.01 0.016
```
Positions in Å, forces in eV/Å.

---

No. 6
C3H9N2O2 | ωB97M-V/def2-TZVPD

Its orbital gap is 10.499 eV. The net charge is +1.

XYZ file:
```
16
Properties=species:S:1:pos:R:3:forces:R:3:lowdin_charge:R:1
C 2.771 -0.009 0.214 1.39 1.96 -2.44 -0.069
C -2.451 1.103 -0.079 -2.17 -4.41 0.18 0.120
C 2.124 -1.119 -0.104 2.06 1.25 -1.84 -0.021
N -1.660 -0.149 -0.035 1.75 2.26 0.44 -0.176
N -0.430 -0.133 0.060 0.55 -0.03 -0.40 0.056
O -2.215 -1.341 -0.108 -0.94 -1.51 0.50 0.133
O 0.123 1.048 0.019 1.73 -1.32 -0.10 0.023
H 3.346 0.604 -0.542 -0.63 -1.07 0.54 0.114
H -1.600 -1.994 0.321 -0.49 0.65 -0.46 0.179
H 2.876 0.454 1.148 -0.27 0.03 1.65 0.067
H -2.225 1.724 0.689 0.82 1.64 2.42 0.085
H -3.466 0.743 -0.091 -0.53 0.11 0.53 0.124
H -2.339 1.516 -0.981 0.99 1.82 -3.49 0.076
H 1.675 -1.614 0.650 -1.62 -2.00 2.04 0.035
H 2.242 -1.523 -1.103 -0.47 -0.08 0.08 0.098
H 1.230 0.690 -0.057 -2.18 0.70 0.35 0.156
```
Positions in Å, forces in eV/Å.

---

No. 7
C3H9N2O2 | ωB97M-V/def2-TZVPD

Its orbital gap is 11.647 eV. The net charge is +1.

XYZ file:
```
16
Properties=species:S:1:pos:R:3:forces:R:3:lowdin_charge:R:1
O 1.394 -1.737 0.833 0.17 -0.13 -0.45 0.087
C 0.724 -1.376 1.743 -0.31 0.16 0.11 -0.360
O 0.490 -0.055 1.942 -0.06 -0.10 0.30 0.052
H 0.204 -2.048 2.439 0.13 0.04 0.13 0.153
H 0.013 0.080 2.774 -0.01 0.01 -0.02 0.124
C -1.899 0.148 -1.015 -0.08 0.02 -0.17 -0.016
N 1.686 0.905 -0.811 -0.21 -0.13 0.27 0.204
C 0.382 0.926 -0.657 -0.01 0.14 -0.25 -0.182
N -0.448 0.078 -1.201 0.07 -0.09 0.39 0.030
H -2.388 -0.332 -1.857 0.07 -0.14 0.02 0.101
H -2.215 1.183 -1.035 0.02 0.20 0.14 0.097
H -2.210 -0.325 -0.085 0.04 -0.03 -0.03 0.096
H 2.140 0.111 -1.246 0.07 0.14 0.13 0.143
H 2.232 1.492 -0.196 0.11 -0.07 -0.23 0.143
H -0.041 1.734 -0.073 0.02 0.06 -0.09 0.165
H -0.063 -0.784 -1.557 0.00 -0.08 -0.25 0.164
```
Positions in Å, forces in eV/Å.

---

No. 8
C3H9N2O2 | ωB97M-V/def2-TZVPD

Its orbital gap is 12.507 eV. The net charge is +1.

XYZ file:
```
16
Properties=species:S:1:pos:R:3:forces:R:3:lowdin_charge:R:1
C 0.822 1.429 -0.235 -0.78 -1.19 -1.21 -0.473
C -0.580 -2.036 -0.370 -0.20 1.29 -1.15 0.020
C 0.003 -0.754 0.272 -2.65 -1.97 1.28 -0.394
N 1.202 2.135 -1.274 0.66 -2.43 -2.05 0.260
N -0.935 -0.054 1.228 -0.16 0.74 -0.64 0.160
O 0.613 1.808 0.918 0.49 0.30 -0.09 0.156
O 0.475 0.141 -0.643 0.72 1.68 -0.89 0.072
H -1.664 -1.768 -0.540 1.07 -0.92 -0.27 0.104
H -0.003 -2.097 -1.326 -0.89 -0.30 0.48 0.104
H -0.447 -3.010 0.164 -0.13 1.25 -0.05 0.109
H 0.670 -1.058 0.988 2.79 -0.56 1.20 0.132
H 1.429 3.086 -1.211 0.37 1.33 0.26 0.128
H 1.436 1.599 -2.169 -0.56 1.28 1.86 0.195
H -0.955 -0.588 2.115 -0.55 0.64 -0.71 0.173
H -0.206 0.919 1.245 -1.06 -0.28 1.29 0.076
H -1.860 0.249 0.838 0.88 -0.83 0.66 0.178
```
Positions in Å, forces in eV/Å.

---

No. 9
C3H9N2O2 | ωB97M-V/def2-TZVPD

Its orbital gap is 10.163 eV. The net charge is +1.

XYZ file:
```
16
Properties=species:S:1:pos:R:3:forces:R:3:lowdin_charge:R:1
C -2.719 -0.225 0.160 -1.61 -1.12 -2.27 0.034
C -1.492 -0.169 -0.316 2.06 -0.63 -1.53 -0.176
C 0.683 1.078 -0.454 0.78 -1.03 0.64 -0.258
N 1.639 -1.392 0.383 -2.81 3.62 0.75 0.130
N -0.408 0.679 0.197 -1.55 -1.07 0.27 0.044
O 1.491 1.866 0.283 -1.59 0.21 -0.72 0.104
O 1.933 -0.291 -0.433 0.30 -0.39 -0.82 -0.195
H -3.523 -0.760 -0.479 1.73 0.47 1.38 0.114
H -3.137 0.308 0.971 0.03 0.72 0.80 0.056
H -1.139 -0.875 -1.179 -0.84 1.71 1.43 0.151
H 0.579 1.141 -1.552 0.61 0.06 0.61 0.182
H 1.805 -1.058 1.406 -0.90 -1.35 -1.86 0.226
H 0.664 -1.665 0.048 1.05 0.06 1.73 0.173
H 2.224 -2.115 0.132 2.03 -2.09 -0.49 0.128
H -0.487 0.991 1.149 -0.03 0.14 0.32 0.159
H 1.888 2.488 -0.316 0.75 0.68 -0.23 0.127
```
Positions in Å, forces in eV/Å.

---

No. 10
C3H9N2O2S | ωB97M-V/def2-TZVPD

Its orbital gap is 6.231 eV. The net charge is -1.

XYZ file:
```
17
Properties=species:S:1:pos:R:3:forces:R:3:lowdin_charge:R:1
C -0.122 0.868 0.590 -1.27 -0.61 -1.25 -0.288
C -0.189 1.994 -0.446 1.20 -0.17 -0.26 -0.765
S 1.394 2.941 -0.415 -0.21 -0.08 0.02 0.085
N -0.963 -0.305 0.130 0.03 0.75 0.14 0.048
C -1.021 -1.515 0.733 0.18 0.21 -0.26 -0.644
N 0.147 -1.856 1.444 -0.17 -0.64 0.40 0.121
O -1.976 -2.274 0.661 -0.23 -0.02 0.22 0.007
H 0.893 0.515 0.700 0.11 0.23 0.35 0.056
H -0.601 1.241 1.483 0.52 -0.01 0.76 0.098
H -0.280 1.579 -1.454 -0.21 -0.12 0.13 0.024
H -1.032 2.650 -0.252 -0.23 0.06 0.07 0.027
H -1.850 -0.008 -0.261 0.18 -0.31 -0.08 0.135
H 0.969 -1.925 0.860 0.10 0.28 0.08 0.080
H -0.018 -2.745 1.913 0.09 0.22 -0.30 0.088
H 1.185 -0.859 -1.420 -0.42 -0.11 -0.31 -0.001
H 2.020 0.211 -1.981 -0.26 0.20 -0.44 0.019
O 1.442 -0.513 -2.286 0.58 0.13 0.73 -0.088
```
Positions in Å, forces in eV/Å.

---

No. 11
C3H9N2O2S | ωB97M-V/def2-TZVPD

Its orbital gap is 10.159 eV. The net charge is +1.

XYZ file:
```
17
Properties=species:S:1:pos:R:3:forces:R:3:lowdin_charge:R:1
C 1.054 0.024 -0.327 -0.10 3.80 -1.50 -0.285
C 3.109 -1.204 -0.254 -2.08 -2.61 -1.54 0.036
C -2.437 1.362 1.354 1.76 -3.48 -0.58 -0.136
N 1.085 1.165 -0.678 -0.96 0.34 -0.33 0.265
N 1.614 -1.102 -0.129 0.62 0.24 -0.09 0.062
O -2.838 0.243 -1.076 0.52 2.13 1.35 -0.284
O -0.746 -0.420 0.234 -1.37 -0.53 0.25 -0.509
S -2.243 -0.220 0.373 0.44 -1.15 -0.70 0.995
H 3.560 -0.643 -1.024 -0.04 1.75 -0.39 0.092
H 3.260 -2.178 -0.704 0.07 -0.60 0.46 0.101
H 3.518 -1.181 0.690 1.16 0.43 1.87 0.073
H -2.562 2.042 0.551 -0.25 1.44 -0.06 0.036
H -3.305 1.016 1.926 0.22 1.10 0.27 0.059
H -1.404 1.274 1.855 -1.89 0.88 -0.34 0.095
H 0.455 1.921 -1.067 1.40 -1.63 0.88 0.164
H -3.048 -0.306 -1.827 0.05 -1.21 0.13 0.083
H 0.928 -1.796 0.101 0.44 -0.91 0.34 0.154
```
Positions in Å, forces in eV/Å.

---

No. 12
C3H9N2O3 | ωB97M-V/def2-TZVPD

Its orbital gap is 7.940 eV. The net charge is -1.

XYZ file:
```
17
Properties=species:S:1:pos:R:3:forces:R:3:lowdin_charge:R:1
O -0.833 1.690 1.409 0.17 -0.24 0.32 -0.079
C -0.165 1.090 0.536 -0.48 0.34 -0.96 -0.599
N -0.612 0.318 -0.451 0.52 0.06 0.75 -0.008
C -1.945 -0.146 -0.333 -0.75 -0.39 -1.53 -0.328
O -2.123 -1.530 -0.752 0.06 -0.20 0.58 -0.131
C 1.350 1.268 0.522 -0.21 -0.06 1.77 -0.230
N 2.060 0.168 1.195 0.45 -0.07 -0.07 -0.013
H 0.316 -0.710 -1.706 -0.63 0.49 0.57 0.008
H -2.607 0.350 -1.054 -0.05 0.53 0.08 0.098
H -2.392 -0.025 0.639 0.09 0.02 0.69 0.090
H 1.595 2.145 1.120 -0.10 0.24 -0.05 0.096
H 1.759 1.418 -0.437 0.31 -0.03 -1.38 0.076
H 1.773 0.164 2.162 -0.12 -0.11 0.17 0.052
H 1.812 -0.738 0.816 -0.21 0.13 -0.09 0.035
H 0.880 -1.866 -0.941 -0.11 0.03 -0.20 0.023
H -1.260 -1.919 -0.971 -0.10 0.53 -0.08 0.016
O 0.392 -1.678 -1.753 1.15 -1.28 -0.59 -0.107
```
Positions in Å, forces in eV/Å.